# 1
A 2-piece molecular cluster, H3O4PS overall. Source: the OMol25 dataset; level of theory: ωB97M-V/def2-TZVPD.

Cartesian coordinates (Å):
O (-2.346, -1.570, 0.405)
O (1.660, -0.734, 0.430)
O (0.045, 1.580, -1.227)
O (-0.320, 1.370, 1.340)
P (-0.550, 0.734, 0.008)
S (-1.664, -0.852, -0.664)
H (1.144, -0.272, 1.101)
H (0.238, 1.363, -2.097)
H (1.794, -1.620, 0.706)

## Properties
Energy in hartree: -1042.26949
Highest occupied orbital energy in Ha: -0.3231
Orbital gap in eV: 8.32
Total charge: 0
ΔE to the lowest compared entry with this formula, charge and spin in eV: 2.561

***

# 2
A 2-piece molecular cluster, CH4OP2 overall. Source: the OMol25 dataset; level of theory: ωB97M-V/def2-TZVPD.

Cartesian coordinates (Å):
C (1.277, -0.021, 0.413)
O (-2.974, 0.111, -0.336)
P (-1.627, 0.677, -0.089)
P (-0.330, -1.004, 0.251)
H (1.546, 0.071, 1.405)
H (0.962, 0.943, 0.071)
H (1.990, -0.351, -0.232)
H (-0.843, -0.426, -1.484)

## Properties
Energy in hartree: -798.36881
Highest occupied orbital energy in Ha: -0.3218
Orbital gap in eV: 8.06
Total charge: 0
ΔE to the lowest compared entry with this formula, charge and spin in eV: 1.286

***

# 3
One molecule with the formula C3H3N3O2. Source: the OMol25 dataset; level of theory: ωB97M-V/def2-TZVPD.

Cartesian coordinates (Å):
C (-1.088, -1.899, 0.041)
C (0.044, 0.066, 0.544)
C (0.690, 2.031, 0.267)
H (-1.982, -2.515, 0.254)
H (0.755, 3.110, 0.396)
H (1.036, -0.494, -1.402)
N (-0.294, 1.275, 0.944)
N (1.252, 1.412, -0.579)
N (0.805, 0.065, -0.443)
O (-0.521, -2.028, -0.988)
O (-0.698, -1.023, 0.968)

## Properties
Energy in hartree: -430.79735
Highest occupied orbital energy in Ha: -0.3726
Structure (SMILES): O=COc1ncn[nH]1
Orbital gap in eV: 10.90
Total charge: 0
ΔE to the lowest compared entry with this formula, charge and spin in eV: 3.364

***

# 4
A 7-piece molecular cluster, C15H28Cl12N4O4 overall. Source: the OMol25 dataset; level of theory: ωB97M-V/def2-TZVPD.

Cartesian coordinates (Å):
C (1.282, 4.215, -2.861)
C (0.368, 4.326, -1.607)
O (0.754, 4.871, -0.593)
N (-0.840, 3.717, -1.718)
C (-1.875, 3.770, -0.728)
H (0.957, 4.884, -3.667)
H (1.292, 3.165, -3.227)
H (2.330, 4.507, -2.712)
H (-1.157, 3.362, -2.623)
H (-1.620, 4.597, -0.039)
H (-2.046, 2.836, -0.174)
H (-2.820, 4.059, -1.224)
C (3.382, -1.166, 3.102)
C (2.318, -1.767, 2.289)
O (1.353, -1.089, 1.921)
N (2.417, -3.116, 1.977)
C (3.428, -4.032, 2.452)
H (3.103, -1.437, 4.143)
H (3.363, -0.091, 2.979)
H (4.327, -1.598, 2.791)
H (1.654, -3.431, 1.415)
H (4.465, -3.802, 2.211)
H (3.263, -5.087, 2.163)
H (3.453, -4.029, 3.557)
C (-0.487, 0.650, -5.346)
C (-1.198, 1.343, -4.219)
O (-1.432, 2.523, -4.214)
N (-1.624, 0.553, -3.206)
C (-1.573, -0.863, -3.307)
H (0.157, -0.124, -4.982)
H (0.160, 1.401, -5.866)
H (-1.101, 0.107, -6.052)
H (-2.025, 0.964, -2.386)
H (-2.110, -1.319, -4.146)
H (-1.938, -1.280, -2.404)
H (-0.546, -1.248, -3.329)
C (-2.768, -1.287, 0.726)
C (-1.970, -0.140, 0.051)
O (-2.561, 0.680, -0.676)
N (-0.670, -0.045, 0.364)
C (0.162, 1.127, 0.010)
H (-3.815, -1.026, 0.584)
H (-2.444, -1.580, 1.752)
H (-2.600, -2.199, 0.101)
H (-0.240, -0.831, 0.835)
H (0.549, 1.034, -1.033)
H (0.985, 1.155, 0.758)
H (-0.372, 2.049, 0.102)
C (4.274, 1.555, -1.302)
Cl (4.805, 0.384, 0.023)
Cl (5.778, 2.010, -2.157)
Cl (3.270, 0.722, -2.499)
Cl (3.411, 2.915, -0.633)
C (-4.357, -4.844, 3.566)
Cl (-2.975, -5.898, 3.194)
Cl (-5.616, -5.688, 4.444)
Cl (-3.872, -3.381, 4.578)
Cl (-5.003, -4.165, 2.071)
C (-0.687, -0.589, 4.925)
Cl (-0.285, -2.288, 4.602)
Cl (0.696, 0.083, 5.745)
Cl (-1.079, 0.361, 3.456)
Cl (-2.048, -0.484, 6.038)

## Properties
Energy in hartree: -6630.65332
Highest occupied orbital energy in Ha: -0.3221
Structure (SMILES): ClC(Cl)(Cl)Cl.ClC(Cl)(Cl)Cl.ClC(Cl)(Cl)Cl.CNC(C)=O.CNC(C)=O.CNC(C)=O.CNC(C)=O
Orbital gap in eV: 8.65
Total charge: 0
ΔE to the lowest compared entry with this formula, charge and spin in eV: 0.000

***

# 5
C64H58F5IO2RbS3Sb2Te as an isolated structure. Source: the OMol25 dataset; level of theory: ωB97M-V/def2-TZVPD.

Cartesian coordinates (Å):
Rb (-0.520, -0.561, 0.003)
C (-2.201, 3.808, 7.319)
C (-2.260, 3.319, 5.900)
C (-2.277, 1.960, 5.617)
C (-2.291, 1.499, 4.309)
C (-2.300, 2.422, 3.282)
C (-2.264, 3.787, 3.529)
C (-2.255, 4.227, 4.841)
S (-2.244, 1.859, 1.597)
O (-2.100, 0.366, 1.673)
C (-3.948, 2.130, 1.139)
C (-4.960, 1.490, 1.893)
C (-6.256, 1.598, 1.501)
C (-6.597, 2.360, 0.348)
C (-7.942, 2.499, -0.067)
C (-8.260, 3.217, -1.185)
C (-7.241, 3.831, -1.939)
C (-5.934, 3.709, -1.562)
C (-5.579, 2.971, -0.410)
C (-4.217, 2.813, -0.010)
C (-3.141, 3.400, -0.861)
C (-2.794, 4.773, -0.661)
C (-3.423, 5.561, 0.334)
C (-3.038, 6.854, 0.548)
C (-2.009, 7.431, -0.224)
C (-1.403, 6.699, -1.204)
C (-1.786, 5.361, -1.450)
C (-1.146, 4.587, -2.450)
C (-1.492, 3.288, -2.644)
C (-2.499, 2.697, -1.843)
S (-2.758, 0.930, -2.058)
O (-4.120, 0.593, -1.582)
C (-2.746, 0.849, -3.833)
C (-1.807, 0.027, -4.425)
C (-1.786, -0.088, -5.811)
C (-2.700, 0.599, -6.594)
C (-2.687, 0.470, -8.089)
C (-3.653, 1.409, -5.969)
C (-3.684, 1.537, -4.597)
H (-2.652, 3.090, 8.003)
H (-2.723, 4.758, 7.430)
H (-1.168, 3.961, 7.635)
H (-2.271, 1.247, 6.432)
H (-2.282, 0.444, 4.072)
H (-2.228, 4.490, 2.708)
H (-2.226, 5.289, 5.048)
H (-4.680, 0.895, 2.752)
H (-7.045, 1.102, 2.050)
H (-8.714, 2.016, 0.520)
H (-9.292, 3.314, -1.493)
H (-7.495, 4.401, -2.823)
H (-5.154, 4.181, -2.146)
H (-4.210, 5.125, 0.934)
H (-3.523, 7.438, 1.319)
H (-1.698, 8.449, -0.034)
H (-0.600, 7.122, -1.794)
H (-0.354, 5.034, -3.033)
H (-0.988, 2.696, -3.395)
H (-1.105, -0.524, -3.809)
H (-1.050, -0.728, -6.281)
H (-1.824, -0.100, -8.427)
H (-2.655, 1.450, -8.567)
H (-3.585, -0.037, -8.447)
H (-4.375, 1.942, -6.574)
H (-4.423, 2.157, -4.107)
I (0.049, -3.002, 2.728)
C (-1.944, -3.643, 2.817)
C (-2.342, -4.195, 4.003)
C (-3.705, -4.487, 4.211)
C (-4.616, -4.137, 3.261)
C (-4.210, -3.539, 2.043)
C (-5.181, -3.070, 1.125)
C (-4.782, -2.484, -0.038)
C (-3.408, -2.452, -0.368)
C (-2.395, -2.892, 0.451)
C (-2.829, -3.358, 1.737)
H (-1.623, -4.377, 4.789)
H (-4.019, -4.945, 5.141)
H (-5.675, -4.297, 3.430)
H (-6.230, -3.165, 1.381)
H (-5.508, -2.060, -0.722)
H (-3.170, -2.081, -1.369)
F (4.919, 4.451, 3.899)
C (3.967, 4.132, 3.005)
C (3.450, 2.847, 2.953)
F (3.904, 1.914, 3.804)
C (2.469, 2.535, 2.030)
F (2.004, 1.269, 2.052)
C (1.952, 3.455, 1.113)
S (0.721, 3.052, -0.049)
C (2.503, 4.737, 1.205)
F (2.085, 5.711, 0.378)
C (3.481, 5.079, 2.118)
F (3.967, 6.330, 2.153)
C (1.809, 2.037, -4.132)
Sb (1.863, 0.801, -2.366)
C (3.567, 1.827, -1.573)
C (2.923, -0.864, -3.383)
C (4.401, -0.821, -3.269)
C (5.129, -0.064, -4.188)
C (6.497, 0.106, -4.079)
C (7.178, -0.500, -3.034)
C (6.474, -1.278, -2.132)
C (5.096, -1.459, -2.228)
C (4.415, -2.324, -1.221)
Sb (3.453, -1.263, 0.419)
C (3.738, -2.871, 1.811)
C (5.214, -0.200, 1.012)
H (2.813, 2.136, -4.544)
H (1.447, 3.023, -3.849)
H (1.147, 1.609, -4.884)
H (4.491, 1.502, -2.047)
H (3.625, 1.705, -0.498)
H (3.383, 2.880, -1.775)
H (2.616, -0.768, -4.426)
H (2.489, -1.782, -2.990)
H (4.592, 0.415, -4.999)
H (7.027, 0.710, -4.804)
H (8.248, -0.379, -2.928)
H (7.005, -1.771, -1.326)
H (5.145, -2.985, -0.749)
H (3.645, -2.950, -1.674)
H (4.797, -3.128, 1.836)
H (3.157, -3.737, 1.505)
H (3.418, -2.572, 2.806)
H (6.006, -0.915, 1.230)
H (5.004, 0.389, 1.899)
H (5.535, 0.461, 0.211)
C (0.348, -4.315, -3.601)
Te (-0.768, -3.768, -1.807)
C (0.948, -4.242, -0.622)
H (0.704, -5.339, -3.518)
H (1.186, -3.644, -3.770)
H (-0.334, -4.250, -4.448)
H (1.684, -4.651, -1.307)
H (0.690, -4.967, 0.142)
H (1.341, -3.353, -0.137)

## Properties
Energy in hartree: -5388.22790
Highest occupied orbital energy in Ha: -0.1570
Orbital gap in eV: 6.11
Total charge: -1
ΔE to the lowest compared entry with this formula, charge and spin in eV: 0.498